[1]
Molecular formula: C6H17NS
Method: DFT, the ωB97M-V functional and the def2-TZVPD basis

Structure (XYZ):
```
25
Properties=species:S:1:pos:R:3
C 1.1100 3.6719 -0.0821
C 0.8495 2.6111 -1.1411
C 0.0787 1.3809 -0.6474
S 0.9112 0.5441 0.7697
H 0.1970 4.2152 0.1761
H 1.8920 4.3549 -0.4113
H 1.4442 3.2422 0.8645
H 0.3380 3.0422 -2.0055
H 1.8134 2.2303 -1.4972
H 0.0225 0.6788 -1.4787
H -0.9149 1.6854 -0.3143
C -1.5726 -1.9895 1.8643
C -1.6235 -1.8851 0.3558
N -0.2741 -2.0604 -0.2357
C -0.3628 -2.5062 -1.6304
H -0.9097 -1.2444 2.2990
H -2.5462 -1.8843 2.3361
H -1.1830 -2.9753 2.1436
H -2.3064 -2.6247 -0.0640
H -1.9178 -0.8813 0.0550
H 0.2042 -2.8064 0.2580
H 0.4213 -0.7827 0.2328
H -0.8708 -3.4753 -1.6600
H 0.6237 -2.6872 -2.0591
H -0.8443 -1.7713 -2.2676
```

Computed properties:
ΔE to the lowest compared entry with this formula, charge and spin ... 16.51 kcal per mole
Structure (SMILES) ... CCCS.CCNC
Orbital gap ... 8.7 eV
2S+1 ... 1



[2]
Molecular formula: C2H5OPS
Method: DFT, the ωB97M-V functional and the def2-TZVPD basis

Structure (XYZ):
```
10
Properties=species:S:1:pos:R:3
C 2.2862 -0.9234 0.1044
C -1.2421 1.4381 0.4472
O -2.0208 -0.4494 -0.7803
P -1.1588 -0.2151 0.5267
S 1.0787 -0.5442 -0.9267
H 3.1371 -0.2723 0.0614
H 2.2009 -1.7126 0.7870
H -1.6877 1.8542 -0.3932
H -0.9212 2.1318 1.3503
H -1.6725 -1.3071 -1.1767
```

Computed properties:
ΔE to the lowest compared entry with this formula, charge and spin ... 50.03 kcal per mole
Orbital gap (spin up / spin down) ... 7.5 / 7.5 eV
2S+1 ... 1



[3]
Molecular formula: C20H21N3OPS3SbTa
Method: DFT, the ωB97M-V functional and the def2-TZVPD basis

Structure (XYZ):
```
51
Properties=species:S:1:pos:R:3
Ta -1.3652 -1.4961 0.8198
S -5.0437 -3.4896 0.3318
Sb -3.4987 -2.6303 -1.3031
S -1.6055 -3.5996 -0.1614
S -3.0016 -0.3929 -0.3986
C -3.2567 -1.6948 6.1176
N -2.4759 -1.6258 4.8784
C -3.0139 -1.6588 3.6813
N -4.3220 -1.7309 3.4887
O -2.2655 -1.6191 2.6190
H -2.5720 -1.6323 6.9562
H -3.7918 -2.6416 6.1767
H -3.9463 -0.8537 6.1768
H -1.4700 -1.5801 4.9140
H -4.9739 -1.7756 4.2542
H -4.6606 -1.7976 2.5381
N 0.1707 -0.8675 0.0610
P 0.9785 0.2309 -0.8730
C 0.1770 0.2824 -2.4548
C -0.1739 -0.9313 -3.0597
C -0.7760 -0.9295 -4.3037
C -1.0360 0.2758 -4.9528
C -0.6802 1.4769 -4.3639
C -0.0710 1.4835 -3.1126
C 2.6455 -0.2951 -1.0764
C 3.4506 0.3627 -2.0134
C 4.7687 -0.0251 -2.1722
C 5.2837 -1.0687 -1.4076
C 4.4868 -1.7288 -0.4839
C 3.1643 -1.3415 -0.3158
C 0.9397 1.8442 -0.1352
C -0.2589 2.5672 -0.0706
C -0.2933 3.7898 0.5749
C 0.8599 4.3003 1.1653
C 2.0472 3.5871 1.1116
C 2.0892 2.3587 0.4647
H 0.0441 -1.8753 -2.5718
H -1.0250 -1.8654 -4.7858
H -1.5039 0.2727 -5.9288
H -0.8680 2.4109 -4.8766
H 0.2157 2.4257 -2.6650
H 3.0544 1.1685 -2.6216
H 5.3980 0.4777 -2.8947
H 6.3144 -1.3711 -1.5399
H 4.8954 -2.5429 0.0999
H 2.5388 -1.8564 0.4016
H -1.1561 2.1850 -0.5444
H -1.2131 4.3586 0.6082
H 0.8304 5.2613 1.6625
H 2.9443 3.9858 1.5662
H 3.0214 1.8117 0.4188
```

Computed properties:
Net charge ... +2
Orbital gap (spin up / spin down) ... 7.6 / 6.0 eV
2S+1 ... 2



[4]
Molecular formula: C34H29IrN7O3S
Method: DFT, the ωB97M-V functional and the def2-TZVPD basis

Structure (XYZ):
```
75
Properties=species:S:1:pos:R:3
Ir -0.2116 0.5891 0.3141
C -1.8558 3.5659 4.6028
C -0.8808 4.2039 3.8483
C -0.0247 3.4655 3.0447
C -0.1527 2.0786 3.0042
C -1.1442 1.4358 3.7414
C -1.9853 2.1826 4.5486
N 0.6369 1.3111 2.1187
C 1.9775 1.4591 2.0407
C 2.7912 2.1170 2.9912
C 4.1518 2.1657 2.7999
C 4.7318 1.5600 1.6783
C 3.9637 0.8773 0.7348
C 2.6033 0.8175 0.9208
N 1.7064 0.1594 0.0940
N 2.1575 -0.6845 -0.8224
C 1.1196 -1.1739 -1.5365
C 1.3423 -2.0511 -2.6131
C 0.2736 -2.5050 -3.3359
C -1.0243 -2.0917 -2.9957
C -1.1889 -1.2449 -1.9323
N -0.1494 -0.8088 -1.1973
H -2.5185 4.1465 5.2305
H -0.7882 5.2814 3.8757
H 0.7085 3.9550 2.4163
H -1.2350 0.3587 3.6792
H -2.7441 1.6845 5.1375
H 2.3373 2.5535 3.8696
H 4.7805 2.6654 3.5232
H 5.8037 1.6143 1.5427
H 4.4065 0.4064 -0.1299
H 2.3613 -2.3213 -2.8460
H 0.4318 -3.1699 -4.1742
H -1.8869 -2.4141 -3.5593
H -2.1608 -0.8726 -1.6419
N -3.0744 -1.1061 0.9432
C -2.0095 -1.9180 1.3317
C -2.2567 -3.2854 1.5033
C -1.2154 -4.0940 1.8924
C 0.0458 -3.5385 2.1103
C 0.1964 -2.1895 1.9060
N -0.8123 -1.3904 1.5184
C -3.2420 0.2745 0.9114
C -4.5532 0.7469 1.0555
C -4.7943 2.0972 1.0347
C -3.7245 2.9755 0.8784
C -2.4729 2.4460 0.7171
N -2.2230 1.1147 0.7184
H -3.9519 -1.6003 0.9204
H -3.2467 -3.6876 1.3330
H -1.3814 -5.1542 2.0286
H 0.8862 -4.1415 2.4199
H 1.1533 -1.6984 2.0358
H -5.3576 0.0382 1.2002
H -5.8046 2.4662 1.1510
H -3.8597 4.0466 0.8697
H -1.6031 3.0697 0.5600
C -0.8255 8.1383 -3.9163
C -0.5834 6.7611 -3.3668
C -1.6271 6.0072 -2.8367
C -1.4127 4.7226 -2.3653
C -0.1365 4.1811 -2.4248
C 0.9207 4.9108 -2.9504
C 0.6883 6.1951 -3.4121
S 0.1660 2.5749 -1.7929
O -1.0895 1.8078 -1.8753
O 1.2842 2.0185 -2.5046
O 0.4479 2.7613 -0.3241
H -1.7340 8.5784 -3.5073
H -0.9349 8.1017 -5.0019
H 0.0083 8.8035 -3.6936
H -2.6238 6.4307 -2.8040
H -2.2329 4.1312 -1.9792
H 1.9050 4.4672 -3.0069
H 1.5104 6.7672 -3.8252
```

Computed properties:
ΔE to the lowest compared entry with this formula, charge and spin ... 0.00 kcal per mole
Net charge ... +1
Orbital gap (spin up / spin down) ... 6.8 / 5.8 eV
2S+1 ... 5



[5]
Molecular formula: C2H9BIN2OP
Method: DFT, the ωB97M-V functional and the def2-TZVPD basis

Structure (XYZ):
```
17
Properties=species:S:1:pos:R:3
C 2.1609 -0.7809 0.1508
C 1.4296 0.3986 -0.4725
N 0.7769 1.2549 0.5111
P -0.8257 1.0812 1.0249
I -0.7086 -0.6678 2.7684
B -1.8948 0.2192 -0.3390
N -2.9265 -0.7593 -0.0185
O -1.8040 0.7196 -1.6146
H 2.6686 -1.3301 -0.6427
H 2.9208 -0.4315 0.8435
H 1.4840 -1.4696 0.6460
H 0.7608 0.0233 -1.2503
H 2.1745 0.9972 -0.9975
H 0.9969 2.2313 0.3963
H -2.5302 -1.5329 0.5058
H -3.6594 -0.3867 0.5766
H -1.0238 0.4337 -2.0884
```

Computed properties:
Structure (SMILES) ... CCNP(I)B(N)O
Orbital gap ... 8.6 eV
2S+1 ... 1



[6]
Molecular formula: C6H7LiLuO6
Method: DFT, the ωB97M-V functional and the def2-TZVPD basis

Structure (XYZ):
```
21
Properties=species:S:1:pos:R:3
Lu 0.7196 -2.6488 -2.2223
O 0.8678 -1.0847 -0.5423
O -0.1029 1.0071 -1.2786
C -0.3417 1.1378 -2.6894
C -1.3063 -0.0052 -2.9624
O -0.8758 -0.9870 -1.9831
C -0.2290 -0.2815 -0.9299
H -0.7714 2.1262 -2.8723
H 0.6049 1.0247 -3.2345
H -1.2088 -0.4438 -3.9588
H -2.3487 0.2564 -2.7490
Li 2.4244 1.2323 5.1769
O 2.2946 -0.5051 4.1798
O 0.8246 -0.6797 2.5208
C -0.1376 -0.0983 1.7603
C -0.4228 -0.7064 0.4555
O 0.9483 1.2112 3.7922
C 1.4188 0.0912 3.5343
H -1.0276 0.1217 2.3700
H -0.9494 -1.6581 0.6049
H -0.3810 0.8898 1.0278
```

Computed properties:
Net charge ... +3
Orbital gap (spin up / spin down) ... 8.7 / 3.4 eV
2S+1 ... 1



[7]
Molecular formula: C5H9NO3
Method: DFT, the ωB97M-V functional and the def2-TZVPD basis

Structure (XYZ):
```
18
Properties=species:S:1:pos:R:3
C 0.7887 0.5889 0.1398
C -0.6304 0.2127 -0.4010
C -1.2449 -1.0351 0.2645
C 1.9534 0.0530 -1.9222
C -1.5449 -0.9809 1.7753
N 1.7783 0.7843 -0.7577
O 0.8852 1.0473 1.2537
O -1.4951 1.3450 -0.2310
O 3.0102 0.3282 -2.5764
H -0.5201 -0.0242 -1.4896
H -0.6384 -1.9812 0.0792
H -2.1130 -0.9782 -0.3937
H -1.9081 -2.1076 1.7881
H -2.2811 -0.3166 1.9664
H -0.6463 -0.6509 2.4059
H 2.6431 1.3516 -0.4858
H -1.6708 1.3047 0.6940
H 3.6341 1.0590 -2.1095
```

Computed properties:
ΔE to the lowest compared entry with this formula, charge and spin ... 95.61 kcal per mole
Orbital gap ... 9.9 eV
2S+1 ... 1



[8]
Molecular formula: C5H13NO2
Method: DFT, the ωB97M-V functional and the def2-TZVPD basis

Structure (XYZ):
```
21
Properties=species:S:1:pos:R:3
C -1.5997 -0.2853 -0.7143
C -0.9289 -1.6179 -0.6528
C -0.1655 0.8374 1.1961
N -1.2827 0.5661 -1.6550
O -2.7324 -0.0658 -0.0318
H -2.7716 -0.6347 0.7475
H -1.8294 1.4191 -1.6554
H -0.1150 0.6635 -1.7422
H -1.4543 -2.2955 -1.3331
H 0.1076 -1.5058 -0.9612
H -0.9568 -2.0244 0.3564
H -0.5533 -0.0678 1.6718
H 0.4929 1.2581 1.9549
H -0.8989 1.6120 0.9721
C 2.4029 -0.1116 0.6496
C 1.4736 0.8372 -0.0825
O 1.2360 0.5679 -1.3200
H 1.6421 1.8990 0.1549
H 2.5377 0.1745 1.6914
H 2.0212 -1.1311 0.6058
H 3.3744 -0.0948 0.1480
```

Computed properties:
ΔE to the lowest compared entry with this formula, charge and spin ... 86.70 kcal per mole
Orbital gap ... 8.0 eV
2S+1 ... 1